No. 1
A molecular structure, C6H9NS, computed with ωB97M-V/def2-TZVPD.

Each line ends with the Mulliken charge.
Element x y z (Å)
C (-0.416, -0.592, 0.082)  0.27
C (-0.827, 0.827, -0.547)  -0.64
C (0.394, 1.270, 0.299)  -0.46
C (-0.082, 0.241, 1.301)  -0.72
C (1.558, 0.598, -0.464)  -0.39
C (0.937, -0.739, -0.605)  -0.43
H (-2.163, -1.535, 0.467)  0.25
H (-1.359, -2.109, -0.773)  0.27
H (-0.754, 0.868, -1.591)  0.35
H (-1.716, 1.278, -0.143)  0.33
H (0.589, 2.292, 0.627)  0.43
H (0.578, -0.220, 2.023)  0.34
H (-1.013, 0.571, 1.702)  0.39
H (2.025, 1.080, -1.308)  0.47
H (0.961, -1.368, -1.517)  0.43
N (-1.243, -1.743, 0.142)  -0.69
S (2.531, -0.720, 0.308)  -0.19

Output
HOMO-LUMO gap, eV: 9.59
Lowest unoccupied orbital energy, eV: 0.9
Maximum force, Eh/bohr: 0.0336
ΔE to the lowest compared entry with this formula, charge and spin, kcal/mol: 40.92
E_HOMO, eV: -8.65

No. 2
C4H7NO in the gas phase, computed with ωB97M-V/def2-TZVPD.

Each line ends with the Mulliken charge.
Element x y z (Å)
C (-0.993, 1.513, -0.022)  -0.83
N (0.176, 0.905, 0.561)  -0.27
C (0.510, -0.379, 0.213)  0.49
C (-0.420, -1.512, -0.053)  -1.09
C (1.871, -0.220, -0.011)  -0.03
O (2.101, 1.055, 0.021)  -0.45
H (-1.014, 1.464, -1.115)  0.29
H (-1.888, 1.024, 0.384)  0.33
H (-1.028, 2.553, 0.301)  0.27
H (-1.042, -1.324, -0.933)  0.28
H (0.154, -2.420, -0.237)  0.35
H (-1.086, -1.695, 0.795)  0.30
H (2.660, -0.964, 0.097)  0.34

Output
HOMO-LUMO gap (spin up / spin down), eV: 7.74 / 7.90
Structure (SMILES): C/N=C(\C)C=O
Lowest unoccupied orbital energy (spin up / spin down), eV: -0.6 / -0.1
Maximum force, Eh/bohr: 0.0708
ΔE to the lowest compared entry with this formula, charge and spin, kcal/mol: 106.36
E_HOMO (spin up / spin down), eV: -8.36 / -8.05

No. 3
A molecular structure, C27H35AuN4OS, computed with ωB97M-V/def2-TZVPD.

Each line ends with the Mulliken charge.
Element x y z (Å)
Au (0.632, 0.674, -0.373)  1.56
C (3.825, 0.116, 1.033)  -1.48
C (3.315, -1.295, 0.699)  0.64
C (2.599, -1.483, -0.691)  -0.72
C (2.493, -1.829, 1.860)  0.50
C (3.084, -2.821, 2.634)  -1.04
C (2.407, -3.424, 3.677)  -1.26
C (1.108, -3.052, 3.958)  -0.49
C (0.475, -2.056, 3.229)  0.27
C (-0.983, -1.728, 3.494)  1.29
C (-1.881, -2.488, 2.517)  -1.15
C (-1.437, -1.979, 4.931)  -1.85
C (1.171, -1.414, 2.191)  -0.11
N (0.451, -0.413, 1.436)  0.08
C (0.317, 0.797, 1.978)  0.26
C (-0.319, 1.988, 1.386)  0.15
C (-0.715, 3.096, 2.146)  -1.48
C (-1.211, 4.041, 1.256)  -0.56
C (-1.083, 3.513, -0.034)  -0.58
N (-0.603, 2.244, 0.049)  -0.20
C (-1.440, 4.201, -1.330)  2.50
C (-0.678, 3.621, -2.506)  -1.79
C (-1.096, 5.691, -1.237)  -1.85
C (-2.944, 4.047, -1.591)  -1.72
H (4.570, 0.432, 0.302)  0.44
H (4.297, 0.121, 2.020)  0.40
H (3.050, 0.871, 1.039)  0.17
H (4.224, -1.895, 0.613)  0.61
H (1.671, -0.829, -0.843)  -0.20
H (2.270, -2.523, -0.793)  0.41
H (3.288, -1.265, -1.507)  0.39
H (4.092, -3.147, 2.409)  0.38
H (2.884, -4.207, 4.253)  0.39
H (0.587, -3.575, 4.748)  0.26
H (-1.137, -0.660, 3.328)  0.05
H (-1.771, -3.568, 2.642)  0.31
H (-1.636, -2.245, 1.481)  0.13
H (-2.930, -2.233, 2.677)  0.40
H (-1.479, -3.044, 5.169)  0.34
H (-2.439, -1.576, 5.083)  0.45
H (-0.771, -1.495, 5.647)  0.42
H (0.700, 0.982, 2.986)  0.38
H (-0.645, 3.200, 3.219)  0.47
H (-1.602, 5.012, 1.513)  0.41
H (0.402, 3.677, -2.352)  0.47
H (-0.912, 4.163, -3.425)  0.45
H (-0.945, 2.582, -2.663)  0.13
H (-0.041, 5.838, -1.001)  0.40
H (-1.680, 6.195, -0.465)  0.37
H (-1.303, 6.197, -2.182)  0.43
H (-3.224, 2.995, -1.676)  0.35
H (-3.234, 4.548, -2.518)  0.41
H (-3.533, 4.480, -0.780)  0.40
O (2.331, 1.252, -0.687)  -0.80
N (-1.663, -4.074, -5.186)  -0.28
C (-1.351, -2.787, -5.397)  0.23
S (-1.503, -2.193, -6.929)  -0.38
C (-0.892, -1.991, -4.226)  1.45
C (-0.555, -0.657, -4.379)  -0.93
C (-0.130, 0.062, -3.279)  -0.75
N (-0.021, -0.455, -2.047)  -0.29
C (-0.348, -1.749, -1.914)  -0.61
C (-0.781, -2.543, -2.953)  -1.02
H (-1.973, -4.610, -5.977)  0.19
H (-1.613, -4.552, -4.305)  0.15
H (-0.612, -0.160, -5.336)  0.44
H (0.143, 1.099, -3.372)  0.83
H (-0.251, -2.149, -0.911)  0.49
H (-1.020, -3.573, -2.734)  0.26

Output
HOMO-LUMO gap (spin up / spin down), eV: 6.18 / 6.17
Lowest unoccupied orbital energy (spin up / spin down), eV: -1.4 / -1.4
Maximum force, Eh/bohr: 0.0652
ΔE to the lowest compared entry with this formula, charge and spin, kcal/mol: 121.22
E_HOMO (spin up / spin down), eV: -7.56 / -7.56

> Which of these has the highest maximum force?

C4H7NO

> Which of these has the highest maximum force?

C4H7NO

> maximum force of number 2 (C4H7NO)?

0.0708 Eh/bohr